[1]
104
Properties=species:S:1:pos:R:3:forces:R:3 method="wB97M-V/def2-TZVPD" spin_multiplicity=1 charge=0 smiles="O=[N+]([O-])c1ccccc1.O=[N+]([O-])c1ccccc1.O=[N+]([O-])c1ccccc1.O=[N+]([O-])c1ccccc1.COC(=O)OC.COC(=O)OC.COC(=O)OC.COC(=O)OC" energy_ev=-84939.5264
C -4.47298 -4.95773 -9.27417 0.5521 0.6061 2.4053
H 0.95626 -1.93556 -2.67764 0.0233 -0.1334 0.4899
O -6.49782 -6.89208 -8.56901 1.3487 0.8278 -2.1189
C -7.58712 -8.20725 -10.73008 0.9451 0.5734 1.2810
H 1.44446 4.79570 -4.42192 0.5903 -0.1759 -0.0039
H 8.77960 -1.45457 -0.14248 0.1925 -0.2218 0.3872
C 6.72991 -7.32699 -4.37082 1.2849 -2.2996 0.0422
H 3.09365 -0.26928 9.60774 1.0997 0.0671 0.0825
O 4.26722 4.48812 -3.79210 -1.3912 -1.0773 -1.3403
O 5.76817 -5.37653 -3.82262 -0.6712 -0.3889 -1.0331
C 3.03662 0.80751 9.44850 0.2031 -0.8245 0.1905
H -1.49448 0.76860 11.52241 0.1043 -0.4790 -0.3103
H -0.23313 8.61260 -3.89716 0.0592 0.2195 0.1347
H 6.95032 -6.96535 -2.19694 -0.5804 0.1107 -0.2235
H -7.52824 -9.04160 -10.03116 -0.1698 -0.4541 -0.6296
H -3.91611 -5.35524 -8.42567 0.2109 0.6083 0.3699
H -5.30964 -4.37981 -8.88160 -0.1169 -0.0404 -0.1530
O 8.75647 -1.72847 1.90038 1.0701 -0.4362 3.0502
O 0.94847 -0.10759 -1.62389 -1.1455 -1.5603 -0.7479
C -5.90140 6.45732 -0.71090 -2.8648 -1.1100 1.5171
O -5.74522 2.54444 -1.81426 -2.4295 0.7159 1.5260
C -0.84917 1.37973 10.89138 0.0468 -0.0512 0.1344
H -8.34796 -7.56385 -10.28822 0.2280 0.4110 -0.1758
H -1.46978 2.23996 10.64049 0.4553 0.1715 -0.2226
N -6.77170 2.87791 -1.15160 1.1788 -2.4329 -0.9514
C 6.32511 -3.51724 3.99478 1.2202 0.5252 1.2073
O -7.69278 2.11233 -0.86188 1.1295 0.5975 -0.5064
H 3.46627 7.84055 -1.97481 0.3637 -0.6506 -0.0843
H 5.48705 -4.15467 3.71294 0.3378 0.2191 -0.6887
H -6.01138 4.50723 8.09893 -0.0095 0.4814 -0.3157
O -4.85705 -6.07721 -9.96573 -0.8160 -1.4764 -2.5894
O 8.94103 -2.65194 4.01773 -0.3405 0.8014 -2.7423
H -0.25309 6.41130 -4.90096 0.0864 -0.1249 -0.1861
H 7.27261 -0.96938 0.65625 0.1304 0.2687 0.2328
C 8.09846 -1.68043 0.67796 -1.8596 -1.1595 -0.5076
O 1.96641 0.66197 0.06223 0.9999 0.6576 -0.0421
H -7.24936 7.94921 0.02970 -0.2791 0.1182 0.0460
H -5.08814 7.14320 -0.89681 -0.1182 0.0468 0.0709
O 0.23009 -0.75484 0.52256 2.6028 1.9953 -3.1489
H -4.39360 1.33686 4.71509 -0.1204 -0.0629 -0.1662
C 2.69966 7.45704 -2.63177 0.6206 -0.8737 -1.0058
H 3.38958 1.03599 8.44286 -0.8122 0.0817 -0.2999
H 7.03953 -7.74075 -6.44516 -0.1920 -0.2684 -0.1497
H 1.71030 9.33711 -2.48548 0.0316 0.0296 0.1005
H 3.61105 1.45909 10.10697 0.0818 -0.5572 0.2538
C 1.58682 5.79523 -4.03845 1.7921 -0.7828 -0.0891
C -5.76299 5.08099 -0.90434 -0.6317 0.6725 -0.3068
H 5.96318 -2.73168 4.65810 -0.1736 0.0314 -0.0272
C -7.17025 6.88862 -0.15819 0.2524 -0.2807 -0.2096
H 8.07873 -9.92290 -6.08087 0.2469 -0.2390 0.1876
C -5.52600 1.52803 6.51803 0.0698 1.9788 3.0855
H -9.24997 6.23563 0.53950 0.2892 0.8526 0.1667
C 1.96259 1.12846 1.39406 0.5680 -0.0883 1.1458
H 8.69715 -10.58552 -3.77958 -0.1770 -0.1787 0.4279
C -8.06407 4.66763 -0.11286 0.0736 -0.1046 -0.4525
H -6.36787 2.26497 8.49246 0.1581 -0.6018 -0.0708
O -6.24883 -7.58825 -10.70746 -0.3462 0.6249 -0.5777
C -8.26342 6.01435 0.15981 2.3563 -0.0465 -0.9208
O 0.89460 -0.51152 8.34936 -0.8901 2.6804 1.5926
H 0.01081 1.63806 11.50928 0.1310 0.1450 -0.4924
H 2.24129 0.36405 2.11939 -0.9120 -0.6205 -0.1279
C 0.22620 -1.15499 -2.46359 1.6337 0.7573 0.4203
C -5.18506 4.31493 6.14806 1.8321 -0.5144 -2.9232
C 8.32512 -2.45054 2.97605 -1.3556 -0.5811 2.4423
C -5.91025 -6.81967 -9.65786 -1.9017 -1.0028 2.2222
C 7.83697 -8.81435 -2.81684 -0.6762 0.0058 -1.5968
O -0.53586 0.65272 9.67944 0.2772 -0.0792 -0.3477
H -4.79310 4.75430 -1.24926 -0.2805 -0.6042 -0.1622
O -4.45014 6.21895 4.96454 -0.5726 -1.4117 1.2777
H 8.15574 -9.05175 -1.81264 0.0297 -0.0754 -0.0189
C 0.62586 6.69727 -4.34229 -1.5595 2.0272 1.4775
H 7.63561 -2.66587 0.62519 -0.0767 0.0296 -1.0982
C -4.65494 3.35555 5.20689 -0.4517 2.3340 0.3372
C 8.10357 -9.69108 -3.89805 0.3778 0.8762 0.3380
O 5.08239 -6.38152 -5.63018 -0.8798 0.1391 -1.0919
C -5.88488 2.47088 7.54869 0.5754 0.5675 -2.6749
O 6.99337 -2.88487 2.90092 0.9255 0.7455 -2.1732
O -5.87498 6.53200 6.58332 1.9171 -2.5040 -1.2610
O 1.69420 1.06636 9.79926 -2.3678 1.1368 -0.7274
N 5.76766 -6.28767 -4.66280 1.6315 1.3002 2.4346
H -7.82579 -8.40120 -11.77580 0.3013 -0.3218 0.3147
C -4.85474 2.03073 5.40233 0.0593 -1.1997 0.2329
H -4.08202 3.67314 4.34823 -0.1378 0.2833 -0.0185
N 3.81825 5.23658 -2.97116 2.8230 2.2977 1.3711
C 2.70387 6.19142 -3.27855 -1.0395 0.2367 1.2403
C -6.88426 4.22863 -0.70921 1.2176 1.7596 0.3713
C 7.08680 -7.62644 -3.03998 0.9959 -0.8733 -0.9629
H -3.80962 -4.31547 -9.85343 -0.2356 -0.3572 -0.3489
H 1.00085 1.60164 1.59221 0.2374 -0.0564 0.3499
O 4.50628 5.49696 -1.96350 -1.8269 -0.0924 -0.2664
H -8.86461 3.97339 0.09591 0.1133 -0.1852 -0.1734
C 7.81738 -9.32250 -5.22201 0.4797 -0.3258 0.7327
H -5.52732 0.48845 6.81075 -0.3123 -0.2121 -0.5698
C 0.60419 7.96308 -3.68881 0.4805 -0.9750 -1.5028
C 0.99515 -0.13794 -0.28742 -3.3385 -2.5052 1.8683
N -5.12619 5.76380 5.89362 -1.2678 3.1768 -0.1138
H 0.12300 -0.66982 -3.43418 -0.5147 0.2722 0.3743
H -0.68629 -1.60180 -2.06883 0.1354 0.6273 0.3447
H 7.05622 -4.07410 4.58085 -0.0826 -0.2194 -0.0884
H 2.81949 1.77583 1.58040 -0.2878 0.6597 -0.9267
C 7.21609 -8.13408 -5.45495 -1.8713 2.2207 0.9182
C 0.68030 0.39287 9.16693 1.6672 -2.2873 0.1434
C -5.69744 3.87265 7.28336 -1.7324 -2.3200 3.1637
C 1.69302 8.35203 -2.92790 -1.0290 -0.0672 0.1616

[2]
90
Properties=species:S:1:pos:R:3:forces:R:3 method="wB97M-V/def2-TZVPD" spin_multiplicity=1 charge=0 energy_ev=-56377.3394
H -2.92127 -4.39793 0.67115 -0.0601 -0.0850 0.1183
C 1.97657 1.89609 -4.70494 0.1547 -0.2447 -0.0372
H 1.33635 2.03208 -5.57619 0.0057 0.1097 0.0066
N 1.28074 0.85153 1.77404 -1.4883 -1.2642 -1.6020
H 5.12992 -0.69311 1.49096 0.0916 -0.0143 0.0334
C 1.48337 -1.42852 4.69025 -0.0296 -0.0975 -0.0002
C -2.64795 -0.27039 -2.34262 -0.0910 0.0620 0.1313
C -1.65977 -2.05614 1.08746 -0.1867 -0.3571 0.1268
H -0.11011 1.88435 6.30735 -0.0710 0.0715 0.0770
C 0.63329 -0.16097 -4.30936 -0.0841 -0.0928 0.2399
C 0.28053 3.10240 -1.28713 -0.1001 0.3825 -0.2150
C 2.03274 0.41351 -4.31750 -0.0273 0.2463 0.0958
C 4.62479 -1.31968 0.75753 -0.2157 0.0581 -0.0286
C -2.50682 0.13774 1.19039 -0.1467 -0.3374 0.0156
H -1.35410 1.68282 0.62362 -0.2552 0.0716 0.1555
C 1.13188 -0.31384 3.94428 0.1743 0.2859 -0.3329
H -4.53206 0.74679 -2.04410 -0.1429 0.0197 0.0408
H -3.44035 1.54582 -3.19021 -0.0013 0.1295 -0.0503
H -3.91857 -1.51126 -1.10198 -0.1145 0.0036 0.1288
O 2.31886 2.56059 2.89058 -0.1247 0.0846 -0.1283
H 1.82126 4.85239 1.72956 0.0798 0.0001 0.1189
H 1.06652 6.20978 -0.24535 0.0139 0.0826 -0.0162
C 0.40214 4.48452 -1.33190 0.0136 -0.2834 0.0077
H 3.02275 0.04255 0.45935 0.0719 -0.2772 0.0445
H -2.30493 -4.36197 2.32755 -0.0407 0.0095 -0.0711
C 1.23607 3.01927 0.82341 0.1160 0.2332 0.4405
C 0.17943 0.70302 4.52768 -0.1279 -0.0440 0.0053
C 0.46728 1.01613 5.99674 0.0339 0.0645 -0.2714
C -1.95617 -1.16929 -4.55547 0.1081 -0.0726 -0.0719
N -2.91072 -2.52431 1.55461 0.2500 0.3288 0.0515
H -4.84737 -2.10069 2.15656 0.0569 -0.0542 0.0136
H 0.28382 1.63111 3.96202 -0.0319 -0.0807 0.0552
C -3.12543 -1.63560 -1.83729 0.1218 0.2083 0.0501
H -4.30589 0.09070 -3.67372 -0.1857 -0.0326 -0.1108
H 0.08144 5.00498 -2.21819 -0.1419 0.0426 -0.1082
H 1.57529 2.49114 -3.89033 0.0184 0.1238 -0.0373
H -2.96858 -1.52691 -4.66369 -0.1156 -0.1373 -0.0266
C -3.06448 -3.95599 1.65877 0.1795 -0.4491 -0.0102
C -1.61381 -0.45153 -3.42342 0.3491 0.1914 0.1403
Pt 0.29749 0.21017 -0.20904 0.8432 5.3837 1.2089
H 5.04780 -1.11083 -0.22333 0.0342 -0.0199 -0.1018
C -3.91199 -1.67132 1.82177 -0.0354 0.5709 -0.1340
H 2.52980 -3.29474 4.76552 0.0485 -0.0370 0.0604
C 1.37888 4.40056 0.85743 -0.0218 -0.2851 -0.0877
C 0.26016 -0.93699 -5.39749 -0.0867 -0.0185 -0.1103
N -2.26094 1.43729 1.01403 0.0549 0.1203 -0.0963
H -1.38814 -0.73092 4.94471 -0.0360 -0.0932 0.0856
H 2.04355 -2.82773 0.28025 -0.1224 -0.0834 0.0074
C 2.80335 0.20067 -3.01469 -0.0402 0.0296 -0.1819
O -0.77545 -2.84203 0.83870 0.0524 -0.3241 -0.0480
C 2.53849 -1.15339 2.14914 -0.2150 0.4707 -0.0310
C 2.30532 -2.41541 4.17880 -0.0386 -0.0309 -0.0235
C -3.80952 0.58428 -2.84297 0.1821 -0.0054 0.1143
C -0.32480 0.10092 -3.30964 -0.6049 -0.4631 -1.1138
H -4.05249 -4.19108 2.04681 -0.0268 0.0479 -0.0580
H 3.77739 0.68124 -3.08740 0.1571 -0.0007 0.0302
H 2.87847 -2.09988 -1.09950 -0.0840 0.0625 -0.2022
H 1.35825 -1.37698 -0.47103 0.4265 -0.7338 -0.2058
H -2.95765 2.14123 1.16959 -0.0791 -0.0374 0.0116
C 3.12809 -1.00555 0.76894 0.0710 0.0429 -0.0402
C -3.76859 -0.33114 1.65262 -0.0401 -0.1262 0.1435
O -0.88676 2.79198 -3.34328 0.3230 0.1433 0.2069
H 4.82135 -2.35965 1.00157 0.0888 -0.1501 -0.0115
H 3.47242 -3.04605 2.51605 0.0966 -0.0257 -0.0645
H -4.57038 0.35356 1.86452 -0.1144 0.0249 0.0501
C 1.66938 2.11326 1.94989 0.2025 0.1978 0.1484
C 2.83191 -2.27116 2.91042 -0.0370 -0.0537 0.1780
H -1.30116 -1.98638 -6.42098 -0.0187 -0.0282 -0.1020
C -1.24898 0.17733 4.36036 0.1662 0.1920 -0.0322
H 2.95022 -0.86362 -2.84216 0.0374 -0.0189 0.0803
C -0.29171 2.27163 -2.40477 -0.5183 0.0493 -0.0896
C 1.64267 -0.18158 2.63628 0.6435 -0.8938 1.0470
H -2.17827 0.25613 -1.50430 -0.1103 -0.0949 -0.1686
H 2.58239 -0.10992 -5.11207 -0.1238 0.0583 0.1165
H -3.51035 -2.25236 -2.64579 -0.0738 -0.0312 -0.0871
H 0.99083 -1.13921 -6.16822 0.0994 -0.0115 -0.0532
C -1.02840 -1.41311 -5.54756 0.0158 -0.0935 0.0286
H 1.09953 -1.54091 5.69335 -0.0697 0.0231 0.0988
N -0.03529 0.96560 -2.24799 0.0777 -1.5192 1.5252
H -2.29502 -2.16843 -1.37814 0.0587 -0.1537 -0.0160
H 2.26873 0.62855 -2.16435 0.1539 -0.0668 -0.0772
H 0.19139 0.18447 6.64191 -0.0005 -0.0702 0.0905
H -1.97978 0.91811 4.67945 -0.1396 0.0689 0.0667
C 0.95937 5.13541 -0.24063 -0.0146 -0.1186 0.0189
H -1.42132 -0.06257 3.31695 -0.0758 -0.0477 -0.0342
N -1.52680 -0.71651 0.92739 0.5165 0.7199 -0.8593
H 2.97760 2.25462 -4.93834 0.0972 0.1041 -0.0197
H 1.52211 1.23591 6.13806 0.1004 0.0478 0.0695
N 0.69976 2.42523 -0.22906 -0.0974 -1.8414 -0.3375
C 2.32040 -1.88988 -0.19221 0.2210 0.2343 0.0203

Sequential Kohn-Sham gap output: 9.09, 6.66 eV